1.
The following is a quantum chemistry calculation of C54H65KN3O3P3 as an isolated structure, from the OMol25 dataset.

**LUMO energy**: 3.9 eV
**Net charge**: -2
**ΔE to the lowest compared entry with this formula, charge and spin**: 21.6 kcal per mole
**DFT total energy**: -4110.77181 a.u.
**Molecular weight**: 936.2 g/mol
**Highest occupied orbital energy**: -1.37 eV

Structure (XYZ):
```
129
Properties=species:S:1:pos:R:3:forces:R:3
K 0.48381 -1.03120 0.48952 -0.3766 0.5143 -0.3792
C 6.19381 1.44503 0.64254 -0.0389 0.0214 0.0254
O 5.00499 0.75433 0.89196 0.0761 0.0595 -0.0540
C 5.08060 -0.62448 0.92158 0.0738 0.0333 0.0154
C 6.25622 -1.32085 0.77332 -0.1559 -0.1038 0.0089
C 6.24732 -2.72852 0.80998 -0.0505 0.0868 0.0095
C 5.04555 -3.37286 0.99886 -0.0717 -0.0031 -0.0022
C 3.82316 -2.69533 1.16205 0.0842 0.1411 -0.0427
C 2.64455 -3.55087 1.35343 0.0821 -0.0404 0.0660
N 1.45105 -3.20038 1.63717 0.3123 -0.0977 -0.0969
N 0.56291 -4.25208 1.84429 0.0008 -0.2054 0.1289
C -0.60732 -4.01456 1.29960 -0.0274 0.0963 -0.0014
O -0.92175 -3.06900 0.52201 -0.2948 -0.3093 0.0969
C -1.70179 -4.98941 1.66911 -0.1957 -0.0639 -0.1147
C -1.47117 -6.14832 2.40649 0.0437 -0.0428 0.0536
C -2.51659 -7.00598 2.72425 -0.0059 0.0265 -0.0232
C -3.81425 -6.71708 2.31317 0.0417 0.1173 -0.0555
C -4.05440 -5.56037 1.57819 0.0676 -0.0261 0.0251
C -3.00530 -4.70615 1.25541 0.0559 -0.0183 0.0010
C 3.79092 -1.25709 1.11939 0.0259 -0.0875 0.0502
O 2.75184 -0.54414 1.22641 0.4821 -0.0052 0.1083
H 5.94303 2.50580 0.62908 -0.0271 0.0093 0.0097
H 6.63867 1.17239 -0.32251 -0.0117 -0.0303 -0.0375
H 6.94750 1.27558 1.42149 0.0047 -0.0331 0.0383
H 7.19292 -0.80193 0.62043 0.0394 0.0268 -0.0001
H 7.16920 -3.28294 0.68722 0.0024 -0.0154 0.0010
H 5.02811 -4.45929 1.02635 -0.0266 0.0069 0.0025
H 2.85094 -4.62228 1.23693 -0.0215 -0.0608 0.0917
H -0.45607 -6.35519 2.72313 -0.0359 0.0082 -0.0068
H -2.32292 -7.90720 3.29666 0.0202 0.0122 -0.0021
H -4.62956 -7.38710 2.56408 0.0056 0.0057 -0.0035
H -5.06155 -5.32034 1.25200 0.0394 0.0001 0.0079
H -3.17031 -3.80091 0.67814 0.0040 -0.0436 0.0279
C -2.38783 -1.03814 3.28183 0.0592 0.0736 0.0321
C -1.55515 0.13488 3.82040 -0.0537 -0.0207 -0.1342
C -2.33423 0.92584 4.86410 -0.0292 0.0028 -0.0429
P -0.90142 1.05982 2.33677 -0.0469 -0.0614 0.0456
C 0.18853 2.39850 3.07809 0.0356 -0.0418 0.1126
C 1.34244 2.63773 2.09266 -0.0133 -0.0154 0.0255
C -0.33954 3.73787 3.59388 -0.0330 -0.0119 -0.0535
C -2.40939 1.77594 1.60521 0.0162 0.2186 0.0589
C -3.08674 2.86799 2.16177 -0.0715 -0.0669 -0.1886
C -4.20859 3.45760 1.59240 0.0555 0.0467 0.0912
C -4.90234 4.63261 2.23820 0.0366 -0.0671 -0.0493
C -4.65536 2.90898 0.38556 0.0889 -0.0935 -0.0141
C -4.04722 1.80548 -0.17090 -0.0557 0.0531 -0.0253
C -2.92762 1.13865 0.42654 -0.2254 0.1468 -0.0009
N -2.38668 0.02521 -0.09777 0.1756 -0.0960 -0.0574
C -3.18429 -0.88360 -0.73374 -0.2813 0.1221 0.1265
C -4.51534 -1.12894 -0.28563 -0.0543 -0.0817 -0.0375
C -5.34432 -2.06454 -0.86906 0.1640 0.0703 0.0242
C -4.91641 -2.83036 -1.95534 -0.0579 -0.0771 -0.0625
C -5.78748 -3.90155 -2.56961 0.0785 0.0663 0.0758
C -3.61779 -2.62188 -2.39311 -0.0144 0.1514 0.1552
C -2.73836 -1.69992 -1.81114 -0.0947 -0.2137 -0.0092
P -0.98343 -1.63715 -2.28958 0.0837 -0.1228 -0.1817
C -0.46442 -3.37850 -2.82063 0.0593 0.0218 0.0152
C 1.01900 -3.46267 -2.42716 -0.0454 -0.0147 0.0605
C -1.22289 -4.58350 -2.24520 0.0625 0.0457 0.0712
C -1.03971 -0.82769 -3.97890 -0.1354 -0.0304 0.1285
C -2.07937 -1.35955 -4.95992 0.0061 0.0575 0.0139
C -1.22446 0.67077 -3.76235 -0.0201 -0.0352 -0.0276
H -2.76943 -1.65038 4.10550 0.0333 0.0058 -0.0148
H -1.80843 -1.67683 2.61044 -0.0432 0.0136 0.0171
H -3.24523 -0.66687 2.71086 0.0263 -0.0078 0.0352
H -0.64712 -0.26692 4.28358 0.0073 -0.0403 0.0156
H -3.25243 1.33102 4.42975 0.0275 -0.0029 0.0228
H -1.75045 1.75522 5.27036 -0.0146 -0.0231 0.0168
H -2.61746 0.27199 5.69645 -0.0130 0.0250 0.0021
H 0.60304 1.85665 3.93961 0.0429 0.0118 -0.0245
H 0.96636 3.07709 1.16262 0.0030 -0.0380 0.0399
H 1.86168 1.70772 1.84337 -0.0139 0.0662 -0.0183
H 2.07239 3.34170 2.51207 -0.0359 -0.0443 -0.0034
H -0.81114 4.31490 2.79487 0.0256 -0.0227 0.0479
H 0.49680 4.33216 3.97880 -0.0146 -0.0139 0.0052
H -1.06550 3.62454 4.40054 -0.0086 0.0211 -0.0246
H -2.72493 3.28201 3.09289 0.0181 -0.0054 0.0057
H -4.29974 5.03374 3.05648 -0.0125 -0.0060 -0.0144
H -5.87930 4.36093 2.65320 0.0131 0.0041 -0.0094
H -5.07012 5.44414 1.52239 -0.0001 -0.0117 0.0236
H -5.50400 3.35955 -0.12549 -0.0013 -0.0063 -0.0091
H -4.43708 1.39870 -1.09864 0.0290 0.0161 0.0305
H -4.87766 -0.56572 0.56848 0.0345 -0.0337 -0.0546
H -6.34142 -2.21742 -0.46219 0.0111 0.0058 -0.0055
H -6.84718 -3.70091 -2.39369 0.0101 0.0042 0.0038
H -5.56235 -4.88536 -2.14375 -0.0319 0.0024 -0.0230
H -5.63617 -3.97200 -3.64968 0.0129 0.0077 0.0064
H -3.26731 -3.21813 -3.22656 0.0368 0.0041 0.0053
H -0.52246 -3.42128 -3.91352 0.0033 0.0304 -0.0181
H 1.10984 -3.51380 -1.33617 0.0046 0.0034 -0.1064
H 1.57774 -2.58724 -2.77083 0.0216 -0.0315 0.0101
H 1.48670 -4.35699 -2.85343 -0.0124 0.0085 0.0156
H -1.62021 -4.35578 -1.25599 0.0235 -0.0439 -0.0242
H -0.53455 -5.43023 -2.14201 -0.0378 0.0398 -0.0015
H -2.04211 -4.90757 -2.88916 -0.0091 0.0386 0.0277
H -0.03960 -1.00940 -4.38953 0.0486 0.0011 -0.0060
H -3.08681 -1.14116 -4.59589 0.0398 -0.0147 -0.0332
H -1.99954 -2.44000 -5.10258 -0.0159 0.0219 -0.0246
H -1.95911 -0.87849 -5.93716 -0.0212 -0.0082 -0.0104
H -2.16698 0.86060 -3.23738 0.0351 0.0086 -0.0150
H -1.25304 1.21140 -4.71433 0.0006 0.0423 0.0166
H -0.42432 1.07964 -3.14355 -0.0243 0.0027 -0.0162
C -1.23021 4.68468 -0.25398 0.0245 -0.0104 0.0252
P -0.32522 3.51509 -1.35513 -0.1132 -0.0085 0.0513
C 1.27167 4.40828 -1.55862 0.0257 -0.0316 -0.0026
C 2.43926 3.67413 -1.35148 -0.0042 0.0390 0.0070
C 3.68772 4.28061 -1.46015 -0.0315 0.0341 0.0019
C 3.77743 5.62881 -1.77539 -0.0463 -0.0489 0.0091
C 2.61816 6.37183 -1.97943 -0.0630 -0.0336 0.0092
C 1.37453 5.76465 -1.87039 0.1202 -0.0003 -0.0045
C -1.16881 3.91484 -2.93817 0.1059 0.0257 -0.0709
C -0.47306 4.17687 -4.11860 -0.0764 -0.0034 -0.0383
C -1.15096 4.35877 -5.31840 -0.0352 -0.0226 0.0471
C -2.53696 4.27748 -5.35875 0.0718 -0.0003 0.0319
C -3.23847 4.01160 -4.18913 0.0243 -0.0043 0.0301
C -2.56213 3.82838 -2.99087 -0.0236 0.0101 -0.0117
H -2.18138 4.23268 0.03659 0.0390 0.0371 -0.0196
H -1.40650 5.65803 -0.71691 0.0174 -0.0178 -0.0060
H -0.63641 4.81727 0.65213 -0.0405 -0.0167 -0.0147
H 2.36783 2.62380 -1.08462 0.0231 0.0414 -0.0218
H 4.58402 3.69618 -1.28942 -0.0300 0.0040 -0.0046
H 4.74791 6.10440 -1.85995 -0.0171 -0.0082 0.0050
H 2.68646 7.42614 -2.22318 -0.0048 -0.0148 0.0025
H 0.47405 6.34523 -2.03997 0.0166 -0.0064 0.0011
H 0.60947 4.23271 -4.10419 -0.0319 -0.0066 -0.0064
H -0.59132 4.55446 -6.22609 -0.0064 0.0007 0.0136
H -3.06497 4.40877 -6.29604 0.0065 -0.0001 0.0185
H -4.31941 3.93002 -4.21130 0.0280 -0.0022 0.0116
H -3.11941 3.58750 -2.08985 0.0119 0.0084 -0.0555
```
Forces are in eV/Å.

2.
The following is a quantum chemistry calculation of a 2-piece molecular cluster, C7H11FN3O2 overall in a non-equilibrium geometry, from the OMol25 dataset.

**LUMO energy (spin up / spin down)**: -4.5 / -4.4 eV
**Net charge**: +1
**ΔE to the lowest compared entry with this formula, charge and spin**: 125.5 kcal per mole
**DFT total energy**: -687.45239 a.u.
**Molecular weight**: 188.2 g/mol
**Highest occupied orbital energy (spin up / spin down)**: -12.87 / -12.85 eV

Structure (XYZ):
```
24
Properties=species:S:1:pos:R:3:forces:R:3
C 0.82035 -0.11792 -0.73766 -1.2919 0.4077 1.5363
C -0.44457 -0.65553 -0.81273 0.7670 -0.5555 -2.2626
C 1.56993 -0.53640 -1.93282 -1.1640 0.5476 2.1352
C 1.17533 0.84962 0.46520 0.3151 0.1631 -2.5514
C -1.59556 -0.53840 0.09643 1.3055 -1.8180 0.7675
C -0.94185 -0.02231 1.39994 -1.6206 -2.1260 0.1845
C -0.09262 2.13397 2.29659 2.4774 -1.7781 0.7191
N -0.56892 -1.48525 -1.90500 2.9652 2.3061 2.1382
N 0.60996 -1.37328 -2.63911 -0.1368 -1.6008 -1.1270
N -0.13615 1.15274 1.09477 -2.0990 2.9296 0.0886
O 2.66697 -0.27028 -2.24693 1.4077 -0.0760 -1.0924
O 0.90098 -2.25568 -3.49401 0.5735 -0.0464 0.3854
F 1.69801 -3.57090 -2.84008 -0.8944 1.2997 -0.0357
H 1.87145 0.47365 1.26028 -0.6721 0.1580 -0.8538
H 1.55999 1.81498 0.00602 -0.2381 -1.1247 0.8852
H -2.49665 -0.03297 -0.22950 0.1903 0.6970 -0.2398
H -1.92120 -1.60362 0.16796 0.0129 0.7044 0.7216
H -1.79554 0.22453 1.98321 -0.2456 0.7330 1.1031
H -0.39113 -0.79451 1.92565 0.3151 -0.0049 -0.1007
H 0.69034 1.61494 2.95637 -1.4242 1.1542 -0.4623
H 0.10887 3.20564 2.21582 0.8231 -0.3907 -1.3463
H -1.05360 2.18130 2.71057 -1.3794 -0.7565 0.8398
H -1.36356 -1.94043 -2.18492 -1.9274 -1.3329 -1.3692
H -0.87085 1.54612 0.44394 1.9408 0.5099 -0.0634
```
Forces are in eV/Å.

3.
The following is a quantum chemistry calculation of one molecule with the formula CH5N in a non-equilibrium geometry, from the OMol25 dataset.

**LUMO energy**: 1.3 eV
**ΔE to the lowest compared entry with this formula, charge and spin**: 4.8 kcal per mole
**DFT total energy**: -95.83104 a.u.
**Molecular weight**: 31.1 g/mol
**Highest occupied orbital energy**: -9.01 eV

Structure (XYZ):
```
7
Properties=species:S:1:pos:R:3:forces:R:3
C 0.58770 0.02627 -0.02861 0.5268 -2.1814 -1.5313
N -0.82561 0.01138 -0.17479 -2.7273 -0.0803 0.7424
H 0.96450 -0.53956 -0.92281 0.2059 0.5347 0.6952
H 0.88628 1.03333 -0.15225 0.8053 0.9208 0.2765
H 1.00312 -0.50815 0.83031 0.0237 0.5303 0.3267
H -1.32930 -0.82562 0.16771 0.8358 0.6327 -0.3595
H -1.28670 0.80235 0.28044 0.3299 -0.3569 -0.1501
```
Forces are in eV/Å.

4.
The following is a quantum chemistry calculation of a 2-piece molecular cluster, C5H9N4OS overall in a non-equilibrium geometry, from the OMol25 dataset.

**LUMO energy (spin up / spin down)**: -6.8 / -5.9 eV
**Net charge**: +1
**ΔE to the lowest compared entry with this formula, charge and spin**: 21.6 kcal per mole
**DFT total energy**: -887.98997 a.u.
**Molecular weight**: 173.2 g/mol
**Highest occupied orbital energy (spin up / spin down)**: -12.11 / -13.21 eV

Structure (XYZ):
```
20
Properties=species:S:1:pos:R:3:forces:R:3
C 2.81119 1.34618 0.39513 -3.5277 -2.1456 -1.0846
C -1.37341 1.17184 -0.21809 -1.1533 3.1747 -0.7288
C 3.09440 -0.15087 0.14248 -0.1605 2.3651 -1.8367
C -2.00185 -0.97451 -0.69161 -1.8832 0.1755 2.3116
C -1.02842 -0.82720 0.52948 -1.2040 -1.1039 0.2276
N 1.67542 1.78666 -0.12661 2.3019 1.1488 1.0148
N -2.16535 0.44227 -1.04976 1.2533 -0.0807 0.5935
N -0.78620 0.53502 0.73003 1.0155 0.6357 0.6613
N 1.07335 0.97429 -0.98685 -0.2423 -0.5289 0.2098
O -1.27424 2.51790 -0.36972 -1.0578 -1.3656 -1.2625
S 1.82628 -0.43090 -1.16996 0.7965 -0.8274 0.1907
H 3.28040 1.94195 1.11190 0.9597 0.8474 0.8607
H 4.12646 -0.18974 -0.26924 -0.6079 -0.7543 0.3905
H 2.82009 -0.80059 0.95830 0.4813 -0.1635 0.5370
H -1.62673 -1.62384 -1.45472 0.0701 -0.1061 -0.6771
H -2.98442 -1.39875 -0.24449 1.4061 0.6354 -1.1944
H -1.52538 -1.22466 1.47176 1.2895 -0.1507 -1.0902
H -0.04826 -1.23532 0.23176 0.0115 -0.8385 0.6325
H -2.70984 0.79595 -1.81551 0.0176 0.2175 -0.0432
H -1.10326 3.13106 0.36388 0.2335 -1.1350 0.2874
```
Forces are in eV/Å.

5.
The following is a quantum chemistry calculation of a 2-piece molecular cluster, C5H13N3O overall in a non-equilibrium geometry, from the OMol25 dataset.

**LUMO energy**: 0.8 eV
**ΔE to the lowest compared entry with this formula, charge and spin**: 98.9 kcal per mole
**DFT total energy**: -437.69647 a.u.
**Molecular weight**: 131.2 g/mol
**Highest occupied orbital energy**: -8.46 eV

Structure (XYZ):
```
22
Properties=species:S:1:pos:R:3:forces:R:3
H 1.20747 -3.71963 0.71990 0.2152 0.2795 -0.1428
N 0.52040 -3.01252 0.45343 -0.1441 -0.5868 -0.3298
C 0.73099 -1.86615 0.88374 -2.2997 0.6124 1.6404
C -0.54212 -0.56453 0.65595 2.9253 -4.7783 0.0855
C -1.77685 -1.23628 0.11137 0.2070 0.2649 0.0356
H 1.54041 -1.52768 1.54313 0.0899 0.0324 -0.3011
H -0.64003 -0.24605 1.69382 0.7049 0.6497 -0.5413
H 0.38839 -0.58518 -0.01556 -1.3825 2.4217 0.2359
H -2.10377 -2.05881 0.74790 0.0887 -0.1012 -0.0483
H -1.60343 -1.61626 -0.89318 -0.0948 -0.0818 -0.0107
H -2.58250 -0.50553 0.09277 -0.0902 0.1291 -0.1387
N 1.87904 1.11696 -0.51178 0.0040 0.1193 0.0627
C 0.85171 1.93078 0.14859 0.0336 -0.8063 0.2734
C -0.56744 1.46907 -0.21363 -1.2202 3.5270 -0.5916
N -0.71512 1.27951 -1.59844 0.0515 -0.4817 0.4867
O -1.53099 1.90352 0.44115 1.0585 -0.9439 -0.6060
H 2.76013 1.18569 -0.01685 -0.0410 -0.0057 -0.0976
H 2.03803 1.44645 -1.45662 0.0768 0.0284 0.0445
H 0.95053 1.84368 1.23139 0.0279 -0.0243 -0.0747
H 0.91360 2.99774 -0.10377 -0.1961 -0.1917 -0.0290
H -1.67024 1.10197 -1.87418 -0.0015 -0.0294 0.0401
H -0.04821 0.66327 -2.03913 -0.0133 -0.0331 0.0067
```
Forces are in eV/Å.